# 1
A structure of composition C33H38ClIN5O5PSV at a distorted geometry, computed with ωB97M-V/def2-TZVPD.

```
! RIJCOSX wB97M-V def2-TZVPD def2/J DEFGRID3
* xyz 0 4
N -0.84 1.84 0.86
H -6.51 -3.79 5.38
H -6.39 -4.17 3.64
H -4.90 -5.32 6.05
H -2.29 4.92 0.90
H 4.85 -1.10 1.25
H -4.57 -0.41 -4.22
H 4.88 0.16 -5.65
H -2.91 1.40 -5.10
O 3.92 0.56 -1.41
C -2.39 -3.42 0.31
H 4.88 -0.41 -3.95
C -1.81 -0.22 -2.35
H 1.82 2.39 -5.11
I 2.57 -0.81 4.39
C 4.73 0.27 -0.21
C 4.29 2.22 -3.79
H 6.79 -0.57 -0.13
H 6.52 0.51 -1.40
H 0.39 2.28 -2.57
H 5.66 1.25 1.51
V 0.31 0.16 -0.27
N -3.66 -3.76 5.49
C -4.57 -4.77 5.17
C -5.75 -1.48 3.70
H 3.69 -0.98 -5.01
C -3.91 -2.51 4.91
C -3.87 -0.77 -3.50
C 1.31 2.02 4.44
Cl 0.76 4.61 4.94
C -1.41 2.10 -3.81
C 4.01 -0.65 0.69
C 6.03 -0.35 -0.89
H -6.61 -1.23 4.35
H 5.59 2.15 -0.07
H -2.93 -3.94 6.14
C -2.10 -1.33 -1.44
C 1.38 0.83 3.67
N -1.14 -1.49 -0.44
H -1.15 5.18 2.97
P 2.42 0.55 -1.79
C -2.34 1.16 -4.20
C -0.24 3.10 2.95
H -1.49 3.14 -4.11
O 1.67 -0.76 -1.40
H 1.93 0.74 -5.88
H -0.63 -2.42 1.35
H -1.88 2.85 -0.59
C -1.51 2.97 0.41
H 1.80 2.07 5.41
C -5.75 -3.92 4.54
N -5.03 -2.64 4.21
H -6.24 -1.75 2.72
H -4.09 -5.42 4.43
H -4.99 -0.69 3.53
C -2.65 0.03 -3.42
H -2.68 -4.06 1.18
H 3.61 -1.57 0.26
C 0.64 3.17 4.08
O 0.67 -0.27 1.67
H 4.85 2.83 -4.53
H 3.11 1.93 -6.33
C 4.28 -0.05 -4.77
C -1.39 -2.42 0.52
C 0.60 0.75 2.48
C -4.09 -1.90 -2.70
C -0.23 1.90 2.11
H -4.90 -2.66 -2.75
C -1.62 4.12 1.20
N -0.69 0.54 -2.13
H -4.07 -4.02 -0.98
C 5.05 1.50 0.62
C -3.23 -2.14 -1.61
O 2.42 0.60 -3.33
C -3.27 -3.30 -0.78
H 5.10 1.92 -3.10
H 4.18 2.04 0.97
H 5.89 -1.12 -1.66
C 3.41 1.06 -4.34
H 3.33 -0.23 1.46
C 2.52 1.59 -5.47
O 1.66 1.72 -1.17
C -0.99 4.22 2.42
C -0.51 1.67 -2.83
H 3.70 2.91 -3.25
S -2.99 -1.10 5.14
*
```

Calculated values
E_LUMO (spin up / spin down) = -0.44 / -0.42 eV
HOMO-LUMO gap (spin up / spin down) = 0.1997 / 0.2378 hartree
⟨S²⟩ = 3.764
highest occupied orbital energy (spin up / spin down) = -5.87 / -6.89 eV



# 2
A structure of composition C33H38PPd at a distorted geometry, computed with ωB97M-V/def2-TZVPD.

```
! RIJCOSX wB97M-V def2-TZVPD def2/J DEFGRID3
* xyz 3 5
H -0.49 4.72 -0.42
C 1.68 -0.64 -1.94
C 0.37 -5.21 -0.32
H 4.84 0.67 -3.74
C -0.79 -0.78 -3.93
H 2.13 2.84 3.54
C 1.36 4.06 1.39
C 2.26 -4.32 0.91
H 3.31 -2.17 1.99
H -3.67 3.83 1.23
H -4.28 -1.85 0.11
H -3.56 0.81 3.36
C 3.09 1.21 -2.66
H -0.64 -0.20 4.48
H 1.77 1.21 4.07
C 1.93 -3.02 0.58
H 2.17 -1.01 1.34
C -1.29 -1.21 -1.43
C -2.23 -1.47 -0.39
H 4.36 -1.76 -3.67
H 1.78 -6.41 0.77
C 3.69 -1.06 -3.19
H 1.21 2.77 -1.68
C -2.09 2.41 1.47
C 1.50 -5.40 0.47
H -3.43 -1.15 -4.04
C -3.49 2.76 1.09
C -1.03 3.29 1.10
H 1.28 4.56 0.42
H 3.29 2.27 -2.72
H 2.34 3.62 1.47
C -0.50 0.95 2.67
C 0.95 1.72 -1.60
H -0.25 0.16 -3.80
P 0.39 -1.22 -0.84
C 2.77 -1.88 1.09
C -1.72 -1.06 -2.78
C 1.83 1.85 3.20
C -3.99 -1.49 -2.00
C -1.83 1.22 2.22
H -3.62 0.15 1.74
H 3.52 -1.57 0.35
H -0.21 -6.06 -0.67
C -2.95 0.32 2.59
Pd 0.32 0.71 0.62
H -1.35 -0.71 -4.86
C 3.95 0.31 -3.24
H -0.86 -3.78 -1.30
H -0.05 -1.57 -4.05
H -5.04 -1.60 -2.24
H 1.29 4.85 2.15
H -0.66 -1.16 3.01
C -1.32 4.48 0.25
H 2.41 -2.60 -2.41
C 0.52 1.94 2.47
H -0.12 1.50 -1.63
C 2.57 -1.53 -2.50
H 2.63 1.49 2.55
H -3.66 2.56 0.02
C 0.26 3.08 1.63
C 1.89 0.77 -2.04
C -3.57 -1.62 -0.67
C -0.22 -0.29 3.47
H -2.21 4.36 -0.36
H -1.47 5.37 0.88
H 3.13 -4.50 1.54
H -2.63 -0.63 2.99
C 0.79 -2.84 -0.25
H -1.87 -1.61 0.62
H -4.23 2.21 1.65
C 0.00 -3.94 -0.67
C -3.07 -1.22 -3.02
H 0.85 -0.47 3.57
*
```

Calculated values
E_LUMO (spin up / spin down) = -8.69 / -12.85 eV
HOMO-LUMO gap (spin up / spin down) = 0.2778 / 0.1664 hartree
⟨S²⟩ = 6.053
highest occupied orbital energy (spin up / spin down) = -16.25 / -17.38 eV



# 3
A structure of composition C33H39AsN5O4SSc, computed with ωB97M-V/def2-TZVPD.

```
! RIJCOSX wB97M-V def2-TZVPD def2/J DEFGRID3
* xyz 0 1
C 4.37 1.63 -0.10
H 4.81 0.13 1.43
As -0.76 2.10 1.70
N 2.33 -2.31 -0.76
H 1.34 3.29 2.35
H -0.48 -4.27 -5.24
C -2.26 -3.24 -4.61
H -3.19 2.22 -0.27
C 0.40 3.66 1.93
H 4.35 2.91 -1.86
H 0.27 0.92 3.66
H -1.55 0.71 -2.66
H -2.57 -1.31 -1.81
C 2.99 1.14 -0.26
H -1.28 -3.47 3.23
H 2.67 4.06 -3.53
H 1.09 3.72 -0.13
C -0.62 -1.88 1.94
H 3.70 3.62 0.51
H 5.33 3.18 1.04
H -2.86 -3.61 -5.43
O -1.96 -0.65 0.41
H -2.47 3.83 -0.28
C 4.09 2.26 -4.89
H 2.61 0.03 -4.95
H 6.22 0.82 0.62
H 0.46 -0.34 -3.82
H -0.28 4.79 0.20
C 0.36 1.62 -2.94
H -1.10 1.77 5.58
C 1.53 -1.10 2.24
H 2.29 -0.40 1.93
C 4.92 2.08 -1.45
C 2.16 0.82 -4.37
C -1.93 -1.73 1.18
C -3.10 3.15 0.29
C -2.84 -2.41 -3.64
H -2.52 3.81 2.28
H 1.33 5.24 0.76
N 1.91 0.78 -0.32
Sc -0.30 0.11 -0.32
H 5.96 2.40 -1.31
H 4.91 1.27 -2.18
H 3.07 -2.99 -0.83
H 2.68 -2.03 3.82
H 3.93 2.49 1.86
O 2.10 -3.81 5.30
C 2.80 2.06 -4.28
C -1.12 2.29 4.62
C -0.76 -2.26 -2.49
H -0.04 4.32 2.67
H 0.54 3.68 -2.37
O -2.83 -2.52 1.30
C -2.55 2.90 1.69
H -1.41 0.48 3.46
H -3.89 -2.16 -3.72
O 0.00 -4.62 5.03
C 1.00 2.87 -2.91
H -3.19 2.18 2.21
C 0.96 0.62 -3.72
C -0.93 -3.61 -4.51
C 4.32 2.80 0.89
C -0.20 -3.11 -3.44
C 5.20 0.47 0.47
C -0.47 -2.80 2.95
C 2.20 3.09 -3.57
H 5.22 -0.37 -0.22
N 5.13 2.40 -5.35
H 2.09 -2.02 0.18
C 0.73 -2.87 3.64
C -0.84 1.37 -2.14
N 0.37 -1.05 1.56
H -2.12 2.69 4.49
C -0.73 1.33 3.50
C -2.10 -1.92 -2.58
H -1.35 2.29 -1.88
C 1.74 -1.99 3.27
S 1.46 -3.46 -3.02
N 0.14 -1.84 -1.49
C 1.29 -2.44 -1.62
C 0.97 -3.89 4.80
C 0.65 4.39 0.61
H -0.43 3.13 4.69
H -4.10 3.60 0.34
*
```

Calculated values
E_LUMO = -0.36 eV
HOMO-LUMO gap = 0.2740 hartree
highest occupied orbital energy = -7.82 eV



Energy per entry: -118965.360 -47577.047 -142873.048 eV